Below is a structure of composition C39H32ClN7O2PSW, with properties calculated with ωB97M-V/def2-TZVPD.

Its energy above the lowest of the compared OMol25 structures with the same formula, charge and spin is 1.368 eV. The net charge is +3. The orbital gap (alpha / beta) comes out at 4.494 / 4.129 eV. The value obtained for the total energy is -89935.09941 eV. The spin multiplicity is 3. As for the expectation value of S²: 2.025.

Last column: Mulliken charge in e.
Element x y z (Å)
1 W -0.67302 -0.28294 -0.25230  -0.10
2 Cl -2.90380 -1.12585 0.95429  0.05
3 C -3.29093 -0.27165 2.45438  0.53
4 C -4.21300 -0.82346 3.31086  -0.71
5 C -4.51279 -0.09672 4.46063  -0.61
6 C -3.90737 1.12742 4.70342  -0.87
7 C -2.98583 1.65387 3.80679  -0.40
8 C -2.65977 0.94179 2.65339  0.14
9 P -1.59362 1.56110 1.34052  1.95
10 C -2.67119 2.13679 0.02188  -0.01
11 C -2.33324 1.76316 -1.28076  -0.34
12 C -3.12844 2.10476 -2.36497  -0.83
13 C -4.28932 2.83163 -2.13386  -0.63
14 C -4.64885 3.19529 -0.84047  -0.82
15 C -3.85046 2.84421 0.23897  -0.33
16 C -0.71899 2.94751 2.06229  0.07
17 C -0.74162 4.19250 1.43233  -0.59
18 C -0.04266 5.25444 1.98909  -0.89
19 C 0.67861 5.07458 3.16154  -0.67
20 C 0.69778 3.83435 3.79300  -1.09
21 C 0.00217 2.76850 3.24807  -0.24
22 H -4.68242 -1.77605 3.10791  0.55
23 H -5.22676 -0.49851 5.16692  0.46
24 H -4.15558 1.68141 5.59829  0.48
25 H -2.52901 2.61433 4.00319  0.49
26 H -1.37281 1.28477 -1.56211  1.01
27 H -2.83814 1.82895 -3.37021  0.60
28 H -4.91585 3.11939 -2.96749  0.46
29 H -5.55757 3.75784 -0.67335  0.48
30 H -4.14501 3.12337 1.24363  0.55
31 H -1.29631 4.33943 0.51431  0.47
32 H -0.06783 6.22386 1.51007  0.50
33 H 1.21904 5.90621 3.59385  0.48
34 H 1.24439 3.70714 4.71795  0.48
35 H 0.00126 1.81296 3.76088  0.76
36 C 3.11732 -1.45765 3.83913  -0.63
37 C 2.88448 -2.71044 3.27793  -0.79
38 C 1.95274 -2.86575 2.27032  -0.66
39 C 1.24920 -1.74432 1.82681  0.18
40 C 1.47650 -0.49027 2.38079  1.79
41 C 2.41277 -0.34923 3.39070  -1.29
42 N 0.27386 -1.86825 0.78213  1.68
43 N 0.02491 -3.04092 0.41440  -1.03
44 C -0.92194 -3.17867 -0.60114  0.01
45 C -1.27335 -4.43942 -1.02146  -0.32
46 C -2.26462 -4.54986 -1.99865  -0.56
47 C -2.85016 -3.40529 -2.50402  -0.92
48 C -2.42417 -2.16683 -2.04574  -0.23
49 N -1.48191 -2.05579 -1.10643  1.01
50 H 3.85252 -1.34963 4.62518  0.46
51 H 3.43707 -3.57119 3.62829  0.44
52 H 1.77948 -3.83640 1.83227  0.53
53 H 0.92951 0.37593 2.03831  -0.58
54 H 2.59556 0.62495 3.82436  0.51
55 H -0.79214 -5.30237 -0.58347  0.63
56 H -2.57069 -5.52582 -2.35141  0.50
57 H -3.61769 -3.45190 -3.26326  0.54
58 H -2.83523 -1.24638 -2.43911  0.49
59 N 5.89464 -3.59440 -4.51880  -0.44
60 C 4.72020 -3.00055 -4.24789  1.06
61 C 4.47105 -1.67480 -4.66622  -0.89
62 C 3.27352 -1.06980 -4.39408  -0.29
63 C 2.28082 -1.76964 -3.69448  0.02
64 C 2.50907 -3.08907 -3.28027  -0.47
65 C 3.70962 -3.69271 -3.54067  -0.89
66 S 0.74335 -1.06429 -3.47793  1.17
67 O 0.58437 0.12710 -4.24448  -0.72
68 O -0.26877 -2.07823 -3.47696  -0.66
69 N 0.67460 -0.46798 -1.81846  -0.40
70 C 1.52375 0.55320 -1.48340  0.68
71 N 1.01383 1.13648 -0.37201  0.02
72 C 1.71243 2.16193 0.16173  0.16
73 C 2.86326 2.59651 -0.44246  -1.07
74 C 3.29458 1.91570 -1.58398  -0.49
75 N 2.63564 0.88561 -2.09874  -0.30
76 H 6.58557 -3.13778 -5.08817  0.21
77 H 6.05179 -4.56178 -4.29792  0.21
78 H 5.22757 -1.14427 -5.22960  0.34
79 H 3.07864 -0.06569 -4.74117  0.52
80 H 1.72364 -3.64569 -2.78477  0.44
81 H 3.88006 -4.71776 -3.23827  0.33
82 H 1.34162 2.61599 1.06634  0.34
83 H 3.41956 3.42851 -0.03825  0.51
84 H 4.21053 2.20249 -2.08795  0.48

Below is a structure of composition C39H32NOP2S6Sn, with properties calculated with ωB97M-V/def2-TZVPD.

Its energy above the lowest of the compared OMol25 structures with the same formula, charge and spin is 0.531 eV. The net charge is -2. The orbital gap (alpha / beta) comes out at 2.006 / 5.937 eV. The value obtained for the total energy is -133921.13535 eV. The spin multiplicity is 2. As for the expectation value of S²: 0.759.

Last column: Mulliken charge in e.
Element x y z (Å)
1 Sn 0.76026 -1.84331 2.12492  0.90
2 C -1.18824 0.43469 4.47392  -0.41
3 C -2.02584 0.63479 3.39032  -0.22
4 C -2.73534 -0.42521 2.85352  -0.44
5 C -2.62534 -1.68551 3.41472  -0.23
6 C -1.80254 -1.88291 4.51172  -0.29
7 C -1.07824 -0.82541 5.03592  -0.31
8 H -0.60944 1.25789 4.87072  0.30
9 H -2.12274 1.61959 2.95392  0.43
10 H -3.36524 -0.26541 1.98902  0.30
11 H -3.16474 -2.51711 2.98632  0.31
12 H -1.71714 -2.86611 4.95082  0.32
13 H -0.41774 -0.98661 5.87632  0.31
14 S 1.82726 -8.05511 -1.51378  -0.35
15 C 1.40476 -6.77241 -0.55868  0.05
16 S 2.23696 -6.33771 0.90742  -0.15
17 C 1.19136 -5.00241 1.35732  0.14
18 C 0.18936 -4.69691 0.51092  -0.05
19 S -0.95904 -3.43871 0.71352  -0.46
20 S 0.07136 -5.70921 -0.92248  -0.05
21 S 1.54616 -4.18571 2.85542  -0.51
22 O 2.59436 -0.99041 3.46462  -0.61
23 N 3.75006 -1.50871 3.12352  0.49
24 C 4.64546 -1.75361 4.10922  -0.34
25 C 5.87416 -2.29671 3.85582  -0.68
26 C 6.22676 -2.59541 2.53992  -0.36
27 C 5.29166 -2.35831 1.53902  -0.76
28 C 4.03986 -1.84411 1.83032  0.45
29 S 2.86076 -1.65931 0.58512  -0.32
30 H 4.30036 -1.50421 5.09792  0.42
31 H 6.54596 -2.49871 4.67822  0.38
32 H 7.17926 -3.04121 2.30072  0.36
33 H 5.50416 -2.59621 0.50862  0.46
34 C -1.30104 2.42179 -0.86168  -1.56
35 P -0.45424 1.08189 0.15022  0.90
36 C 0.52936 0.34589 -1.20678  0.62
37 C 1.45456 1.04539 -1.97628  -0.11
38 C 2.12136 0.40319 -3.00238  -1.17
39 C 1.85706 -0.92761 -3.28358  -0.84
40 C 0.93776 -1.62741 -2.52428  -0.53
41 C 0.27946 -0.99051 -1.49098  0.29
42 C 0.75266 2.15809 1.00392  0.84
43 C 0.23806 3.14519 1.85052  -0.63
44 C 1.07396 3.99209 2.54462  -0.77
45 C 2.44906 3.86199 2.42442  -0.51
46 C 2.96806 2.84139 1.64282  -0.80
47 C 2.13336 1.98449 0.95362  -0.15
48 P -2.99634 1.78539 -1.26708  -0.28
49 C -2.51414 0.46629 -2.44728  0.34
50 C -1.83084 0.74259 -3.62838  -0.45
51 C -1.48374 -0.28341 -4.48118  -0.41
52 C -1.83374 -1.59191 -4.18028  -0.74
53 C -2.53954 -1.86941 -3.02098  -0.40
54 C -2.87774 -0.84391 -2.15908  -0.53
55 C -3.58904 3.01599 -2.47408  0.45
56 C -3.17084 4.35199 -2.53298  -0.29
57 C -3.77154 5.23999 -3.39738  -0.48
58 C -4.82474 4.83439 -4.21768  -0.44
59 C -5.27004 3.51439 -4.14758  -0.48
60 C -4.67124 2.62589 -3.28778  -0.56
61 H -0.72764 2.66929 -1.76028  0.59
62 H -1.41824 3.30939 -0.23368  0.62
63 H 1.66476 2.08819 -1.76248  0.51
64 H 2.86296 0.93579 -3.58648  0.28
65 H 2.37196 -1.42041 -4.09828  0.38
66 H 0.74076 -2.66831 -2.73068  0.42
67 H -0.44404 -1.53071 -0.90028  -0.15
68 H -0.83304 3.24719 1.96132  0.18
69 H 0.65156 4.75639 3.18542  0.38
70 H 3.10406 4.54619 2.94762  0.36
71 H 4.03946 2.71139 1.57242  0.41
72 H 2.55186 1.17679 0.37422  0.22
73 H -1.56954 1.76469 -3.87238  0.32
74 H -0.92924 -0.06791 -5.38568  0.35
75 H -1.55164 -2.39341 -4.84798  0.32
76 H -2.80754 -2.88741 -2.77828  0.39
77 H -3.40674 -1.05531 -1.23978  0.34
78 H -2.36104 4.68939 -1.90038  0.29
79 H -3.42774 6.26699 -3.43998  0.35
80 H -5.29444 5.53749 -4.89318  0.34
81 H -6.09574 3.19449 -4.77368  0.35
82 H -5.01564 1.60119 -3.23448  0.30

Below is a structure of composition C39H33AsCl3F10N6O9SSi2TeTi, with properties calculated with ωB97M-V/def2-TZVPD.

Its energy above the lowest of the compared OMol25 structures with the same formula, charge and spin is 5.783 eV. The net charge is -2. The orbital gap (alpha / beta) comes out at 4.588 / 4.587 eV. The value obtained for the total energy is -250930.51836 eV. The spin multiplicity is 2. As for the expectation value of S²: 0.769.

Last column: Mulliken charge in e.
Element x y z (Å)
1 Ti 1.38164 -0.69619 -0.95621  0.34
2 C -4.71335 0.21310 3.48153  -1.95
3 C -3.53851 0.69045 2.66752  1.80
4 C -3.76353 1.50494 1.56658  -1.35
5 C -2.83295 1.98372 0.64176  -0.24
6 C -1.46329 1.89591 0.57798  -0.94
7 C -1.00438 0.48612 2.69476  -1.34
8 C -2.26677 0.22443 3.07754  -0.51
9 S -0.57552 2.42213 -0.81635  0.83
10 O -1.58643 2.82269 -1.76950  -0.65
11 O 0.41909 3.39441 -0.45810  -0.57
12 N 0.16471 1.07717 -1.38464  1.07
13 C 0.67796 1.14342 -2.66155  -0.20
14 C 0.65374 2.18954 -3.59976  -0.86
15 C 1.29750 1.98588 -4.79713  -0.73
16 C 1.95624 0.78318 -5.07471  -1.01
17 C 1.94273 -0.19814 -4.11614  -0.73
18 N 1.29737 -0.01715 -2.95734  1.39
19 H -5.64634 0.62229 3.09506  0.41
20 H -4.62550 0.51140 4.52966  0.35
21 H -4.79418 -0.87793 3.46486  0.32
22 H -4.79415 1.76190 1.35037  0.22
23 H -3.23952 2.45658 -0.24317  0.50
24 H -0.11007 0.02101 3.07151  0.61
25 H -2.25673 -0.50794 3.88203  0.38
26 H 0.16613 3.12327 -3.37393  0.61
27 H 1.29946 2.78178 -5.53151  0.43
28 H 2.47310 0.62134 -6.00868  0.45
29 H 2.42314 -1.15825 -4.24170  0.54
30 O 3.69237 -3.38552 3.87791  -0.55
31 C 3.25810 -2.84201 2.90772  0.17
32 C 1.98470 -1.96055 2.86291  -0.22
33 O 1.29609 -1.64059 3.80459  -0.71
34 C 1.81807 -1.67013 1.44714  1.82
35 C 2.81945 -2.18150 0.67187  -0.03
36 O 2.70420 -1.97789 -0.62139  -0.92
37 C 3.80390 -2.95433 1.45873  -0.03
38 O 4.77369 -3.56037 1.10565  -0.59
39 O 0.81802 -1.06548 0.80316  0.50
40 F 1.48961 -2.79998 -2.97891  -0.51
41 As 1.52438 -4.55775 -2.76638  2.31
42 F 0.86856 -4.27672 -1.14980  -0.62
43 F 3.11914 -4.43692 -2.12996  -0.49
44 F 1.49680 -6.26388 -2.49945  -0.52
45 F 2.14668 -4.73626 -4.36913  -0.53
46 F -0.09941 -4.61991 -3.38033  -0.46
47 F 3.82880 3.77595 -0.63014  -0.49
48 C 3.87189 4.00492 0.69618  0.60
49 C 3.61256 5.28415 1.13692  0.42
50 F 3.32450 6.20242 0.19408  -0.41
51 C 3.60978 5.65267 2.49387  0.49
52 C 3.94157 4.58483 3.34490  0.09
53 C 4.20029 3.30643 2.89990  0.68
54 F 4.43015 2.35737 3.82482  -0.46
55 C 4.17004 2.95370 1.55663  0.29
56 C 4.34994 1.57287 1.08459  -0.40
57 C 3.57934 1.07445 0.09678  0.73
58 N 2.88716 0.65892 -0.76858  -0.12
59 C 5.26564 0.66562 1.68201  -0.15
60 N 6.00014 -0.07376 2.17630  -0.69
61 F 3.96712 4.77652 4.67845  -0.42
62 C 3.27173 6.97003 2.96061  0.41
63 C 2.86629 8.01229 2.09670  0.11
64 N 2.53195 8.90861 1.44491  -0.83
65 C 3.27781 7.33192 4.32705  0.08
66 N 3.26358 7.69721 5.42515  -0.81
67 C -0.10540 -4.64562 1.78811  -0.63
68 Si -1.73539 -4.34829 0.92665  0.34
69 C -3.12918 -4.60662 2.16704  -1.26
70 C -1.99799 -5.50769 -0.51807  -1.00
71 C -1.89088 -2.54282 0.40043  0.72
72 Te -1.16159 -2.02665 -1.52644  -0.27
73 C -2.62022 -0.53370 -1.95033  1.17
74 Si -3.24178 -0.68559 -3.71144  0.18
75 C -4.22439 0.85672 -4.12246  -1.15
76 C -4.32191 -2.21146 -3.85320  -1.06
77 C -1.76675 -0.82671 -4.85875  -0.60
78 H -0.12400 -5.60358 2.31339  0.51
79 H 0.08756 -3.86872 2.53114  0.10
80 H 0.71759 -4.67094 1.07151  0.05
81 H -3.08175 -5.60596 2.60518  0.32
82 H -4.10212 -4.49904 1.68091  0.30
83 H -3.07908 -3.88091 2.98197  0.30
84 H -2.44390 -6.44240 -0.16900  0.42
85 H -1.06260 -5.73622 -1.03060  0.23
86 H -2.67115 -5.07202 -1.26101  0.24
87 H -1.41604 -1.87647 1.11937  -1.03
88 H -2.95479 -2.29078 0.36250  0.56
89 H -2.18040 0.44632 -1.79882  -1.51
90 H -3.40546 -0.67430 -1.20470  0.64
91 H -5.16113 0.89554 -3.56242  0.31
92 H -4.46478 0.89664 -5.18749  0.35
93 H -3.64657 1.74838 -3.86872  0.30
94 H -5.19905 -2.12844 -3.20729  0.29
95 H -3.76107 -3.09981 -3.55251  0.24
96 H -4.66904 -2.37103 -4.87612  0.34
97 H -0.97204 -0.13849 -4.55831  -0.03
98 H -2.04433 -0.57503 -5.88494  0.46
99 H -1.34527 -1.83518 -4.85843  0.26
100 Cl -1.83095 3.52575 3.47663  -0.09
101 C -0.10511 3.55057 3.16544  0.90
102 Cl 0.35872 5.05671 2.39260  -0.05
103 Cl 0.77780 3.35748 4.68904  -0.08
104 C 0.38833 2.38548 2.27527  -0.89
105 O -0.62307 1.44278 1.66441  1.15
106 O 1.50292 2.09374 2.07330  0.04